Entry 1:
The following is a DFT calculation (wB97M-V/def2-TZVPD) of a 3-piece molecular cluster, CH9N3O2 overall.

```
15
Properties=species:S:1:pos:R:3:forces:R:3:nbo_charge:R:1
N -0.72900 -0.86341 -1.39183 -0.1 -0.4 -0.5 -0.8264
C -0.84416 0.43985 -1.67931 0.5 0.1 0.4 0.5340
O -0.31445 1.00006 -2.62698 -0.3 0.0 -0.2 -0.6611
H -0.74722 -1.15232 -0.41300 -0.1 0.1 0.1 0.4277
H -0.13702 -1.40767 -2.00534 0.0 0.1 0.0 0.3876
H -1.39899 1.00100 -0.90717 -0.1 0.0 -0.2 0.1077
N 0.14081 -0.92403 1.28918 -0.1 -0.1 0.2 -0.7174
N -0.42333 -0.26454 2.46657 0.1 0.0 0.2 -0.6737
H 0.65717 -1.72658 1.64700 0.1 0.3 0.0 0.3519
H 0.83423 -0.28242 0.89606 -0.1 -0.2 0.1 0.3898
H -0.70749 0.66875 2.17514 0.0 -0.2 0.0 0.3430
H -1.27911 -0.76885 2.69566 0.1 0.2 -0.2 0.3419
O 1.68583 1.09483 -0.51451 -0.5 0.1 -1.1 -0.9871
H 1.27287 1.23049 -1.41978 0.7 0.0 1.4 0.5055
H 1.98985 1.95484 -0.21170 0.0 0.1 -0.2 0.4766
```
Forces are in eV/Å.

Calculated values
HOMO energy = -8.743 eV
SMILES = NC=O.NN.O
Energy above the lowest of the compared OMol25 structures with the same formula, charge and spin = 137.28 kJ/mol
LUMO energy = 0.80 eV
HOMO-LUMO gap = 9.5 eV


Entry 2:
The following is a DFT calculation (wB97M-V/def2-TZVPD) of a 4-piece molecular cluster, C30H62BBrIN3O3Si overall.

```
102
Properties=species:S:1:pos:R:3:forces:R:3:mulliken_charge:R:1
C 1.61493 -0.93773 2.36262 0.9 -0.2 -0.4 -0.5950
C 2.19197 -0.69765 0.86036 -0.6 0.6 2.1 -0.2534
O 2.95063 -1.89185 0.53389 0.5 1.0 -2.2 -0.1864
B 3.57601 -1.81315 -0.76158 -3.5 -1.3 -0.2 0.4930
O 2.79926 -2.34707 -1.87649 1.4 0.0 2.8 -0.1941
Si 5.38152 -1.09771 -1.09820 1.9 0.7 0.3 0.1513
Br 5.41374 1.21775 -0.97001 0.0 -0.9 0.0 -0.3708
C 6.12225 -1.64895 -2.77860 -0.2 0.4 -0.1 -0.2545
C 5.29002 -1.21809 -4.07598 2.9 -3.0 -4.0 0.0539
O 5.66067 -1.71392 -5.18052 -1.9 2.3 4.7 -0.5014
I 3.62088 0.16718 -4.14236 0.6 -0.4 0.2 0.0040
C 6.66089 -1.66934 0.25374 0.5 -1.3 0.5 -0.9820
C 5.97515 -2.36259 1.51460 -1.0 -0.7 2.5 0.5617
C 5.81419 -1.50443 2.81015 -1.8 -4.0 0.1 -0.5163
C 5.10832 -2.16359 4.01708 0.4 -1.8 -3.1 -0.5309
C 4.57872 -3.63357 3.94610 1.5 1.2 -2.7 -0.5663
C 4.75075 -4.51082 2.67769 1.2 3.6 -0.6 0.5848
C 4.23096 -6.01487 2.52731 0.1 1.2 0.0 -1.0356
C 5.46623 -3.84418 1.44862 -0.3 2.5 3.1 -0.4247
H 1.31163 0.06460 2.81810 0.1 -1.5 -0.6 0.1689
H 0.77746 -1.72100 2.36794 1.0 1.4 -0.1 0.2369
H 2.46027 -1.38021 3.01452 -1.2 0.8 -1.1 0.0148
H 1.31954 -0.49278 0.15248 1.2 -0.4 0.7 0.2577
H 2.87728 0.23030 0.88645 -0.9 -1.4 -0.2 0.2064
H 2.14595 -2.95569 -1.44791 0.4 0.8 -0.6 0.2250
H 6.22023 -2.80084 -2.72991 -0.2 1.8 -0.5 0.3351
H 7.18695 -1.20496 -2.86264 -1.7 -0.7 -0.1 0.3536
H 7.38970 -0.82158 0.53739 -1.3 -1.3 -0.3 0.4446
H 7.31673 -2.47984 -0.25475 -1.0 1.2 0.7 0.3491
H 6.16181 -0.41695 2.87926 -0.5 -1.9 -0.3 0.2963
H 4.95989 -1.55334 4.96800 0.2 -1.1 -1.4 0.3303
H 4.03742 -4.07141 4.84673 0.9 0.7 -1.3 0.2944
H 4.94672 -6.55889 1.82128 -1.0 0.6 1.2 0.3122
H 3.18588 -6.04332 2.03225 1.6 0.1 1.0 0.2319
H 4.19235 -6.46930 3.57498 0.0 0.4 -1.7 0.3261
H 5.63646 -4.39886 0.46807 -0.3 0.7 1.6 0.2205
C -1.21120 -5.79071 -5.33290 -0.1 0.1 0.0 -1.4290
C 0.22543 -5.31242 -5.50672 -0.1 0.1 0.0 -0.1816
N 0.37340 -4.19293 -6.43034 0.2 0.0 -0.3 0.1657
C 1.76918 -3.91320 -6.77325 0.0 -0.2 -0.1 -1.0548
C 2.69141 -3.43644 -5.65350 0.2 0.1 0.0 -0.3459
C -0.44366 -3.01629 -6.15274 -0.3 -0.2 0.0 -0.8073
C -0.26548 -2.33488 -4.79708 0.0 0.3 0.1 -0.7063
H -1.65063 -6.07872 -6.29155 0.0 0.1 0.0 0.3224
H -1.23184 -6.66639 -4.67811 0.0 0.1 0.0 0.4331
H -1.84448 -5.02939 -4.87213 0.0 0.0 0.0 0.2953
H 0.79898 -6.16294 -5.89316 0.1 0.2 -0.1 0.4264
H 0.64037 -5.08128 -4.51669 0.0 -0.1 0.1 0.1354
H 1.79874 -3.18338 -7.58918 -0.2 0.0 0.1 0.3613
H 2.19906 -4.82690 -7.20083 -0.2 0.0 0.1 0.4103
H 2.51198 -2.39006 -5.40284 0.0 -0.1 0.1 -0.1432
H 3.73352 -3.50808 -5.97885 -0.1 0.0 0.0 0.4334
H 2.59395 -4.03610 -4.74575 0.0 0.0 0.0 0.2386
H -1.49636 -3.29821 -6.25713 0.1 -0.1 0.0 0.3501
H -0.28949 -2.27380 -6.94346 0.2 -0.2 0.0 0.3229
H -0.18537 -3.04820 -3.97330 0.0 0.0 -0.1 0.1591
H -1.13033 -1.69661 -4.58900 0.0 -0.1 0.0 0.4354
H 0.61301 -1.68860 -4.78341 0.0 -0.1 0.1 0.1455
C -4.03011 3.56408 5.06894 0.0 -0.1 0.0 -1.4107
C -3.07800 2.88912 4.08895 -0.1 0.0 0.1 -0.0769
N -2.43386 1.68926 4.61205 0.4 -0.1 0.0 0.1266
C -1.34784 1.20453 3.75892 0.1 0.2 0.1 -0.7041
C -1.71212 0.70399 2.36242 0.1 -0.2 -0.2 -0.5038
C -3.32280 0.65502 5.13168 -0.1 0.2 0.2 -0.6730
C -4.35988 0.06751 4.17641 -0.2 -0.3 0.0 -0.9195
H -3.51847 3.82985 5.99772 0.0 -0.1 -0.1 0.3466
H -4.42272 4.48448 4.62725 0.0 -0.1 0.0 0.2970
H -4.88738 2.93177 5.31003 0.0 0.0 0.0 0.3046
H -2.30294 3.62482 3.84347 0.1 -0.3 -0.1 0.3930
H -3.62054 2.68532 3.15631 -0.1 0.1 -0.1 0.0827
H -0.80350 0.41374 4.28598 -0.2 0.0 0.1 0.3665
H -0.62018 2.01766 3.64807 -0.2 0.1 0.1 0.3083
H -2.16695 -0.28697 2.39633 0.0 0.1 0.0 0.1769
H -0.80601 0.61419 1.75558 -0.1 0.0 0.0 0.1303
H -2.38767 1.38201 1.83640 0.0 0.0 0.1 0.1703
H -3.85087 1.06236 5.99971 0.0 0.1 -0.1 0.3651
H -2.72312 -0.16241 5.54709 0.2 0.2 -0.2 0.3838
H -4.84487 0.82810 3.55997 0.1 0.0 0.0 0.1690
H -5.14640 -0.43371 4.74944 0.1 0.0 0.0 0.3747
H -3.92179 -0.68446 3.51938 -0.1 0.1 -0.1 0.2998
C -5.65972 8.09512 -0.75889 -0.1 0.0 0.1 -1.4132
C -4.63194 6.97544 -0.64707 -0.1 0.1 0.1 -0.3222
N -4.18967 6.70612 0.71733 0.3 0.0 0.2 0.1147
C -3.03315 5.81151 0.77864 0.1 0.2 -0.1 -0.8111
C -3.21991 4.37676 0.28910 0.1 -0.3 0.0 -0.6349
C -5.23940 6.42861 1.69253 -0.2 0.3 0.0 -0.6610
C -6.16398 5.24364 1.42001 -0.2 -0.2 0.2 -0.8458
H -5.27708 9.02679 -0.33387 0.0 -0.1 0.0 0.3306
H -5.89308 8.27783 -1.81145 0.0 0.0 0.1 0.4306
H -6.59808 7.84236 -0.26046 0.0 0.0 0.0 0.2966
H -3.76360 7.28051 -1.24255 0.1 -0.2 0.2 0.4270
H -5.03894 6.07652 -1.12824 -0.1 0.0 -0.1 0.2576
H -2.65279 5.78710 1.80553 -0.2 0.1 0.0 0.3630
H -2.22555 6.26664 0.19307 -0.2 0.1 0.0 0.3930
H -3.76396 3.77169 1.01578 0.0 0.0 -0.1 -0.0817
H -2.24213 3.90360 0.15381 0.0 0.0 0.0 0.3864
H -3.73961 4.32451 -0.66979 0.0 0.0 0.1 0.3290
H -5.85701 7.32654 1.79505 0.1 0.0 -0.1 0.3682
H -4.78882 6.30340 2.68352 0.2 0.0 -0.2 0.2747
H -6.47556 5.18290 0.37465 0.1 0.0 0.0 0.2943
H -7.07261 5.33895 2.02300 0.1 0.0 0.0 0.3805
H -5.69893 4.29739 1.69943 0.0 0.0 -0.1 0.1088
```
Forces are in eV/Å.

Calculated values
HOMO energy = -7.992 eV
SMILES = CCOB(O)[Si@](Br)(CC(=O)I)Cc1cccc(C)c1.CCN(CC)CC.CCN(CC)CC.CCN(CC)CC
Energy above the lowest of the compared OMol25 structures with the same formula, charge and spin = 521.35 kJ/mol
LUMO energy = -0.23 eV
HOMO-LUMO gap = 7.8 eV


Entry 3:
The following is a DFT calculation (wB97M-V/def2-TZVPD) of C4H9NaO4Tm as an isolated structure.

```
19
Properties=species:S:1:pos:R:3:forces:R:3:lowdin_spin:R:1
O 0.26738 0.24919 -1.41611 -3.6 0.6 -0.2 -0.0001
Tm -1.49962 1.11612 -1.25513 2.7 -0.2 -0.6 2.0005
O -1.96637 1.52351 0.68497 0.0 -0.2 -1.5 -0.0028
C -1.54802 0.82199 1.76223 0.4 -0.1 1.6 0.0004
O -0.32286 0.09573 1.58058 -0.4 0.4 -1.4 0.0001
C 0.86245 0.88281 1.32785 2.1 -0.7 -2.0 0.0009
C 1.96663 -0.07647 1.72710 0.3 0.1 0.1 0.0002
O 2.01314 -1.14128 0.78545 -0.5 0.1 -0.6 0.0000
C 3.05716 -2.06508 0.99103 0.3 -0.2 0.1 0.0000
Na -0.04491 -1.59410 -0.15283 0.9 0.1 0.1 0.0003
H -2.28514 0.03007 2.00263 0.3 0.4 0.3 0.0001
H -1.34870 1.51952 2.60473 -0.4 -0.4 -0.2 0.0001
H 0.88849 1.74612 2.01535 -0.1 -0.1 -0.6 0.0000
H 1.30177 1.07997 -0.02594 -2.3 -0.3 4.1 0.0004
H 1.74239 -0.54468 2.70378 0.4 0.5 0.0 0.0000
H 2.91364 0.48756 1.66754 -0.1 -0.3 0.5 0.0000
H 3.04060 -2.76948 0.15021 0.0 0.1 0.3 0.0000
H 4.03533 -1.55747 0.99009 -0.3 -0.2 0.1 0.0000
H 2.88875 -2.60703 1.93640 0.3 0.1 -0.2 0.0000
```
Forces are in eV/Å.

Calculated values
HOMO energy (spin up / spin down) = -12.127 / -12.129 eV
Charge = +1
<S²> = 2.002
Spin multiplicity = 3
LUMO energy (spin up / spin down) = -5.23 / -5.18 eV
HOMO-LUMO gap (spin up / spin down) = 6.9 / 6.9 eV


Entry 4:
The following is a DFT calculation (wB97M-V/def2-TZVPD) of a 2-piece molecular cluster, CH2O2S2 overall.

```
7
Properties=species:S:1:pos:R:3:forces:R:3:nbo_charge:R:1
C -0.26688 -0.13407 -0.17552 2.2 0.2 2.0 0.4894
O -0.55229 3.05282 -0.51027 0.1 -0.6 2.8 -0.4060
O -1.14162 -0.23974 -0.86423 -2.6 0.0 -2.3 -0.4118
S 0.19243 -2.61071 1.18791 1.0 -1.6 0.1 -0.3030
S 0.89417 -0.11802 0.87715 0.6 0.9 0.0 0.0937
H 1.44874 -3.16627 0.90481 -1.2 0.7 0.2 0.1317
H -0.57455 3.21600 -1.41985 -0.1 0.5 -2.8 0.4060
```
Forces are in eV/Å.

Calculated values
HOMO energy (spin up / spin down) = -9.122 / -8.446 eV
Energy above the lowest of the compared OMol25 structures with the same formula, charge and spin = 317.49 kJ/mol
LUMO energy (spin up / spin down) = -1.44 / -2.44 eV
HOMO-LUMO gap (spin up / spin down) = 7.7 / 6.0 eV


Entry 5:
The following is a DFT calculation (wB97M-V/def2-TZVPD) of C5H6O as an isolated structure.

```
12
Properties=species:S:1:pos:R:3:forces:R:3:nbo_charge:R:1
C -1.13841 0.07385 -1.33130 -0.6 2.1 -2.2 -0.1938
C -0.87229 0.98133 -0.40641 -0.4 -0.7 0.1 -0.2166
C -0.29938 -0.94995 -0.78364 2.8 -2.1 0.4 -0.0027
C 0.05766 -0.03197 0.32514 0.2 0.4 0.6 0.2250
C 1.35306 0.21052 1.17659 -4.0 -0.8 1.0 -0.6305
O -0.79622 -1.18875 0.51687 0.3 -0.3 1.5 -0.4871
H -1.74975 0.19353 -2.19457 -0.6 -0.5 -0.4 0.2083
H -1.53324 1.79850 -0.25008 0.2 1.1 0.8 0.2109
H 0.33348 -1.74729 -1.23953 -0.7 0.8 0.3 0.2033
H 1.81953 1.05150 0.71341 1.0 0.2 0.1 0.2299
H 1.77322 -0.76757 1.18700 1.4 -0.4 -0.2 0.2301
H 1.05235 0.37631 2.28652 0.4 0.2 -1.9 0.2232
```
Forces are in eV/Å.

Calculated values
HOMO energy = -9.079 eV
Energy above the lowest of the compared OMol25 structures with the same formula, charge and spin = 369.85 kJ/mol
LUMO energy = 1.04 eV
HOMO-LUMO gap = 10.1 eV


Entry 6:
The following is a DFT calculation (wB97M-V/def2-TZVPD) of C3H4CeO3 as an isolated structure.

```
11
Properties=species:S:1:pos:R:3:forces:R:3:lowdin_spin:R:1
H 1.62590 -1.88621 0.39414 0.0 0.3 -0.6 -0.0003
O -1.94063 1.36266 0.80273 2.6 -1.4 -1.5 -0.0050
O 1.88943 -0.01798 -0.40532 -0.7 4.5 0.8 -0.0145
C 1.36149 -1.24615 -0.46980 -4.3 -1.9 -0.2 -0.0012
C -0.54390 -1.26529 -0.49370 3.8 -4.3 -0.7 -0.0025
O -1.27826 -0.83362 0.65448 0.9 3.1 -2.7 -0.0032
C -1.15652 0.51054 0.29974 -2.2 1.6 3.7 -0.0109
H 1.53858 -1.71182 -1.45922 0.1 0.0 0.6 -0.0003
H -0.69168 -2.35327 -0.52810 0.1 0.1 0.1 -0.0002
H -0.82551 -0.96048 -1.51409 -0.3 0.7 0.7 -0.0004
Ce 0.81706 1.87826 -0.03094 0.1 -2.7 -0.3 1.0386
```
Forces are in eV/Å.

Calculated values
HOMO energy (spin up / spin down) = -12.843 / -12.846 eV
Charge = +1
<S²> = 0.753
Energy above the lowest of the compared OMol25 structures with the same formula, charge and spin = 240.86 kJ/mol
Spin multiplicity = 2
LUMO energy (spin up / spin down) = -5.75 / -5.69 eV
HOMO-LUMO gap (spin up / spin down) = 7.1 / 7.2 eV


no.,E_tot (Ha)
1,-358.21926
2,-4756.21357
3,-1705.99243
4,-986.01236
5,-269.20537
6,-817.17778